1.
The following is a DFT calculation (ωB97M-V with the def2-TZVPD basis set) of the molecule C4H6N2.

Properties
- Multiplicity: 1
- Electronic energy: -265.471451 Eh
- Molecular weight: 82.11 Da
- SMILES string: N#C[C@H]1CCN1
- HOMO-LUMO gap: 10.25 eV
- LUMO: 1.0 eV
- Total charge: 0
- HOMO level: -9.27 eV
- Energy relative to the best compared isomer or geometry (same formula, charge and spin): 1.7448 eV

```
12
Properties=species:S:1:pos:R:3:forces:R:3:lowdin_charge:R:1
N 2.820492 0.074829 -0.994880 -0.8 -0.1 0.8 0.1392
C 1.922355 -0.039570 -0.273061 0.6 0.1 -0.5 -0.1646
C 0.678605 -0.236346 0.496388 0.2 0.0 0.2 -0.3301
C -0.356464 0.923843 0.401482 0.0 0.1 0.1 -0.0954
C -1.264119 -0.085964 -0.341893 -0.4 0.0 0.0 -0.1902
N -0.270045 -1.130153 -0.144387 -0.1 -0.5 0.2 -0.0340
H 0.832831 -0.552664 1.534998 0.7 0.2 -0.2 0.1351
H -0.758741 1.191425 1.378379 0.1 0.0 -0.1 0.1012
H -0.040107 1.842034 -0.106496 -0.1 -0.4 -0.1 0.1113
H -1.501121 0.147202 -1.386310 -0.1 0.0 0.2 0.1104
H -2.152036 -0.328528 0.252115 -0.2 0.3 -0.5 0.1016
H -0.011042 -1.809566 -0.842947 0.1 0.3 -0.1 0.1155
```
Positions in Å, forces in eV/Å.


2.
The following is a DFT calculation (ωB97M-V with the def2-TZVPD basis set) of the ion C5H11N with charge -1.

Properties
- Multiplicity: 2
- Electronic energy: -251.799666 Eh
- Molecular weight: 85.15 Da
- HOMO-LUMO gap (alpha / beta): 2.76 / 9.21 eV
- LUMO (alpha / beta): 4.3 / 4.4 eV
- Total charge: -1
- HOMO level (alpha / beta): 1.58 / -4.85 eV
- Energy relative to the best compared isomer or geometry (same formula, charge and spin): 0.0000 eV

```
17
Properties=species:S:1:pos:R:3:forces:R:3:lowdin_charge:R:1
N -1.166260 0.035264 0.093787 -0.3 0.0 -0.1 -0.0512
C -0.880968 0.844499 -1.098756 0.4 -0.3 0.3 -0.3269
C 0.560189 0.504692 -1.498704 0.3 0.3 -0.3 -0.2473
C 1.210955 -0.052136 -0.234307 -0.8 -0.6 -0.1 -0.2602
C 0.024138 -0.699097 0.515427 0.4 0.1 0.2 -0.4587
C 0.183431 -0.691464 2.026572 -0.1 0.2 -0.1 -0.2906
H -1.507951 0.616961 0.849642 0.1 0.0 0.0 0.0357
H -1.579657 0.582663 -1.892215 -0.1 0.2 -0.2 0.0777
H -0.942430 1.906881 -0.859377 -0.2 0.2 0.0 0.0430
H 1.125258 1.365372 -1.873927 -0.2 0.1 0.0 0.0662
H 0.570858 -0.205289 -2.330875 0.0 -0.2 0.2 0.0888
H 1.596724 0.747066 0.399295 0.2 0.0 -0.1 0.0521
H 1.958322 -0.808164 -0.486497 0.3 0.2 0.2 0.0789
H -0.072766 -1.756181 0.229337 0.0 0.1 -0.2 0.1177
H 1.025874 -1.315163 2.320674 0.1 -0.1 0.1 0.0303
H -0.719954 -1.067822 2.499281 -0.2 -0.3 0.1 0.0353
H 0.336906 0.307528 2.440733 0.1 0.1 -0.2 0.0092
```
Positions in Å, forces in eV/Å.


3.
The following is a DFT calculation (ωB97M-V with the def2-TZVPD basis set) of a structure of composition C54H48N4O2PPtSTe.

Properties
- Multiplicity: 1
- Electronic energy: -3582.861322 Eh
- Molecular weight: 1170.72 Da
- HOMO-LUMO gap: 7.30 eV
- LUMO: -2.6 eV
- Total charge: +1
- HOMO level: -9.85 eV
- Energy relative to the best compared isomer or geometry (same formula, charge and spin): 0.5427 eV

```
112
Properties=species:S:1:pos:R:3:forces:R:3:lowdin_charge:R:1
Pt -0.027797 0.535305 0.729690 1.0 -0.1 -1.2 0.7922
N 0.415081 0.456459 4.029972 0.1 0.0 0.1 0.0873
C 1.763715 0.861897 4.023461 -0.1 -0.1 0.0 -0.3543
C 2.262920 1.639179 5.068966 0.0 0.1 0.0 -0.0268
C 3.584309 2.042353 5.090519 0.0 0.0 0.0 -0.0653
C 4.447521 1.658156 4.072819 0.0 0.0 0.0 -0.0734
C 3.961071 0.900582 3.025210 0.0 0.0 -0.1 -0.0688
C 2.619168 0.508573 2.965793 0.2 0.0 -0.1 -0.3324
P 1.992590 -0.312436 1.470762 -0.8 0.4 0.9 0.9298
C 3.287814 -0.098943 0.217357 -0.2 0.0 -0.2 -0.3555
C 4.295631 -1.050411 0.064993 0.0 0.0 0.1 -0.0829
C 5.301714 -0.855622 -0.869553 0.0 0.0 0.0 -0.0622
C 5.308357 0.285867 -1.657871 0.0 0.0 0.0 -0.0654
C 4.302452 1.231723 -1.517297 0.0 0.0 0.0 -0.0686
C 3.291985 1.039733 -0.587980 0.0 0.0 0.0 -0.0948
C 2.016420 -2.085701 1.837969 -0.2 -0.1 -0.1 -0.3644
C 2.241946 -2.567602 3.124133 0.0 0.0 0.0 -0.0735
C 2.231532 -3.934867 3.367835 0.0 0.0 0.0 -0.0592
C 2.022074 -4.826170 2.326450 0.0 0.0 0.0 -0.0634
C 1.807007 -4.350072 1.038548 0.0 0.0 0.0 -0.0865
C 1.783517 -2.986154 0.796911 0.0 0.0 0.0 -0.1133
H -0.097692 0.868625 4.797956 0.0 -0.1 0.0 0.0886
H 0.291771 -0.548447 4.055777 0.0 0.0 -0.1 0.0637
H 1.599505 1.911804 5.881383 0.0 0.0 0.0 0.1153
H 3.947119 2.642320 5.914839 0.0 0.0 0.0 0.1110
H 5.487284 1.954113 4.092433 0.0 0.0 0.0 0.1081
H 4.628024 0.627391 2.218034 0.0 0.0 0.0 0.1036
H 4.302918 -1.941559 0.678886 0.0 0.0 0.0 0.1096
H 6.081616 -1.597523 -0.978769 0.0 0.0 0.0 0.1107
H 6.095615 0.436251 -2.385150 0.0 0.0 0.0 0.1095
H 4.296280 2.116505 -2.140734 0.0 0.0 0.0 0.1082
H 2.503360 1.772505 -0.492742 0.0 0.0 0.0 0.0461
H 2.453779 -1.878739 3.933204 0.0 0.0 0.0 0.1067
H 2.411263 -4.301378 4.369839 0.0 0.0 0.0 0.1114
H 2.034362 -5.891639 2.514800 0.0 0.0 0.0 0.1107
H 1.650558 -5.043519 0.221836 0.0 0.0 0.0 0.1143
H 1.610050 -2.618961 -0.210361 0.0 0.0 0.0 0.1146
C -0.137859 -2.949212 -5.186908 0.0 0.0 0.0 -0.0431
C -0.348157 -1.922060 -4.107173 0.0 0.0 0.0 -0.2516
C -0.230425 -0.559478 -4.361321 0.0 0.0 0.0 0.0256
C -0.458050 0.410258 -3.395976 0.0 -0.1 0.0 -0.0685
C -0.384170 1.845004 -3.796275 0.0 0.1 0.1 -0.2899
O -1.205755 2.658645 -3.418868 0.0 0.0 0.0 0.0933
C 0.735763 2.272072 -4.690853 0.0 0.0 0.0 -0.1558
C 0.535064 3.366401 -5.529565 0.0 0.0 0.0 -0.0127
C 1.561600 3.818351 -6.340823 0.0 0.0 0.0 -0.0658
C 2.802073 3.192825 -6.303226 0.0 0.0 0.0 -0.0741
C 3.013008 2.113853 -5.456809 0.0 0.0 0.0 -0.0745
C 1.979851 1.647008 -4.657528 0.0 0.0 0.0 -0.0380
C -0.778970 0.042772 -2.062696 0.1 0.0 0.0 -0.2745
O -0.944662 0.971974 -1.158551 -0.5 0.2 0.5 -0.2471
C -0.884191 -1.352104 -1.793240 0.0 0.1 0.0 -0.0896
C -0.690194 -2.284896 -2.820156 0.1 0.0 0.0 0.0234
C -1.309256 -1.849306 -0.484045 -0.2 0.1 -0.1 -0.1798
N -1.061846 -1.204809 0.604144 0.4 -0.4 0.1 -0.0913
C -1.634620 -1.599855 1.898582 0.0 -0.1 0.0 -0.3100
C -2.463500 -0.472813 2.489722 -0.1 0.1 -0.1 -0.5206
Te -3.205022 -1.014387 4.425366 0.0 0.0 0.0 1.2738
C -4.217726 -2.708971 3.681766 0.0 0.0 0.0 -0.5767
C -5.450143 -2.557355 3.052734 0.0 0.0 0.0 -0.1422
C -6.102396 -3.662910 2.524743 0.0 0.0 0.0 -0.0788
C -5.533061 -4.923830 2.632172 0.0 0.0 0.0 -0.0860
C -4.309324 -5.080039 3.266371 0.0 0.0 0.0 -0.0892
C -3.650108 -3.975606 3.788662 0.0 0.0 0.0 -0.1532
C -2.104949 -3.113534 -0.466877 -0.1 0.1 0.0 -0.1972
C -1.624467 -4.250257 0.173828 0.0 0.0 0.0 -0.0290
C -2.362142 -5.423953 0.149411 0.0 0.0 0.0 -0.0619
C -3.590930 -5.459675 -0.494065 0.0 0.0 0.0 -0.0740
C -4.079026 -4.321957 -1.120927 0.0 0.0 0.0 -0.0566
C -3.332149 -3.154013 -1.120941 0.0 0.0 -0.1 -0.0094
H 0.329297 -2.503980 -6.064466 0.0 0.0 0.0 0.0776
H -1.084952 -3.389333 -5.504318 0.0 0.0 0.0 0.0848
H 0.502906 -3.761853 -4.842862 0.0 0.0 0.0 0.0805
H 0.035154 -0.235129 -5.361494 0.0 0.0 0.0 0.1324
H -0.433535 3.848659 -5.533664 0.0 0.0 0.0 0.1192
H 1.398467 4.658054 -7.003236 0.0 0.0 0.0 0.1075
H 3.604839 3.548158 -6.936114 0.0 0.0 0.0 0.1066
H 3.981684 1.632073 -5.422161 0.0 0.0 0.0 0.1041
H 2.146021 0.807886 -3.993200 0.0 0.0 0.0 0.1132
H -0.799232 -3.337812 -2.585225 0.0 0.0 0.0 0.1309
H -0.809419 -1.864862 2.565625 0.0 0.0 0.0 0.0924
H -2.257473 -2.484353 1.785338 0.0 0.0 0.0 0.0897
H -3.315687 -0.245766 1.848981 0.0 0.0 0.0 0.0598
H -1.879337 0.438975 2.628372 0.0 -0.1 0.0 0.0070
H -5.904261 -1.577025 2.980565 0.0 0.0 0.0 0.0941
H -7.061788 -3.539083 2.039251 0.0 0.0 0.0 0.1073
H -6.047662 -5.786064 2.228071 0.0 0.0 0.0 0.1070
H -3.865081 -6.063120 3.356661 0.0 0.0 0.0 0.1068
H -2.694462 -4.099458 4.282766 0.0 0.0 0.0 0.0920
H -0.675541 -4.212626 0.691591 0.0 0.0 0.0 0.0942
H -1.980009 -6.309328 0.641011 0.0 0.0 0.0 0.1105
H -4.169848 -6.373837 -0.505530 0.0 0.0 0.0 0.1098
H -5.039406 -4.345723 -1.618508 0.0 0.0 0.0 0.1109
H -3.698108 -2.270753 -1.630412 0.0 0.0 0.0 0.1300
N -0.915699 3.663101 -0.662051 -0.2 -0.3 -0.2 0.1723
C -0.205103 3.883100 0.411843 0.3 0.0 0.0 -0.7332
S 0.699102 2.669302 1.257914 0.1 0.0 0.2 0.6716
N -0.074538 5.119500 0.923362 0.0 0.0 -0.1 0.0498
C -0.683363 6.315536 0.445263 0.0 0.0 0.0 -0.2395
C 0.098824 7.458832 0.342625 0.0 0.0 -0.1 -0.0192
C -0.473725 8.648130 -0.077787 0.0 0.0 0.0 -0.0679
C -1.820287 8.696269 -0.409912 0.0 0.0 0.0 -0.0746
C -2.597653 7.553739 -0.298014 0.0 0.0 0.0 -0.0654
C -2.038625 6.362398 0.142141 0.0 0.0 0.1 -0.0372
H -1.019693 2.707929 -1.037278 0.1 0.1 -0.1 0.0584
H -1.312171 4.428013 -1.186539 0.0 0.0 0.0 0.1165
H 0.609936 5.212032 1.657760 0.0 0.0 0.0 0.1265
H 1.153529 7.411616 0.584654 0.0 0.0 0.0 0.1178
H 0.137581 9.537116 -0.154504 0.0 0.0 0.0 0.1105
H -2.263836 9.623285 -0.746382 0.0 0.0 0.0 0.1090
H -3.652295 7.587852 -0.536022 0.0 0.0 0.0 0.1110
H -2.663689 5.490777 0.285251 0.0 0.0 0.0 0.1196
```
Positions in Å, forces in eV/Å.


4.
The following is a DFT calculation (ωB97M-V with the def2-TZVPD basis set) of the molecule C4H9NO.

Properties
- Multiplicity: 1
- Electronic energy: -287.769839 Eh
- Molecular weight: 87.12 Da
- SMILES string: CC/N=C\OC
- HOMO-LUMO gap: 10.75 eV
- LUMO: 1.0 eV
- Total charge: 0
- HOMO level: -9.79 eV
- Energy relative to the best compared isomer or geometry (same formula, charge and spin): 1.7038 eV

```
15
Properties=species:S:1:pos:R:3:forces:R:3:lowdin_charge:R:1
C 2.586632 0.381751 0.474242 0.1 0.0 0.0 -0.1092
C 1.166217 0.646589 -0.002495 0.1 0.1 -0.2 -0.2954
N 0.209761 0.295952 1.038312 -0.4 -0.2 -0.1 0.0529
C -0.849181 -0.303832 0.722247 0.1 0.1 0.2 -0.2611
O -1.157841 -0.763588 -0.522957 0.0 0.1 0.0 -0.1258
C -2.528225 -0.648216 -0.880533 -0.3 0.0 -0.1 -0.0831
H 2.731281 -0.686121 0.670257 0.0 0.2 0.0 0.0707
H 3.314089 0.695660 -0.282572 -0.1 0.0 0.1 0.0682
H 2.782072 0.931148 1.400349 0.0 -0.1 -0.1 0.0689
H 0.968431 0.124875 -0.945388 0.1 0.0 0.1 0.1026
H 1.042195 1.720692 -0.192012 0.0 -0.1 0.0 0.1141
H -1.609608 -0.525825 1.480223 0.1 0.0 -0.1 0.1279
H -3.195727 -0.868262 -0.031926 0.2 0.0 -0.2 0.0861
H -2.719471 -1.367077 -1.680376 0.0 0.1 0.1 0.0893
H -2.740631 0.366249 -1.247378 0.0 -0.2 0.1 0.0940
```
Positions in Å, forces in eV/Å.


5.
The following is a DFT calculation (ωB97M-V with the def2-TZVPD basis set) of the ion C14H27N6O3 with charge +1.

Properties
- Multiplicity: 1
- Electronic energy: -1103.810165 Eh
- Molecular weight: 327.41 Da
- SMILES string: CNC(=O)[C@H]1CCCN1C(=O)[C@@H](CCCNC(N)=[NH2+])NC(C)=O
- HOMO-LUMO gap: 9.99 eV
- LUMO: -2.1 eV
- Total charge: +1
- HOMO level: -12.11 eV
- Energy relative to the best compared isomer or geometry (same formula, charge and spin): 0.0000 eV

```
50
Properties=species:S:1:pos:R:3:forces:R:3:lowdin_charge:R:1
O -2.926503 -1.016242 0.424870 0.0 0.0 0.3 0.0422
O 1.674187 0.633567 -0.602831 1.4 0.7 -0.2 0.0687
O 2.427809 1.163935 2.411024 0.2 0.4 -0.1 0.0239
C -2.400623 -1.623393 -0.494314 -1.3 0.6 0.7 -0.5684
C 0.809457 -0.040779 -0.088886 -0.9 -0.5 -0.3 -0.3864
C 3.086237 0.284860 1.864597 0.0 -0.8 -0.5 -0.4331
C 0.028612 3.528500 1.684902 -0.2 0.0 -0.8 -0.4795
N -0.967574 4.377476 1.686657 -0.9 0.7 -0.2 0.2339
N 4.388535 0.364813 1.550489 0.3 0.6 0.0 0.0506
N 0.572981 3.075104 0.583529 0.9 -0.4 -0.5 0.1128
N -1.254918 -1.177324 -1.035839 1.4 1.1 0.2 0.0982
N 1.062114 -0.861681 0.965097 0.3 -0.4 0.7 0.0282
N 0.447996 3.136077 2.839518 1.5 -1.1 1.8 0.2291
C -3.088984 -2.827144 -1.074281 2.0 -0.5 -1.1 0.0159
C 5.244399 1.575558 1.659387 -0.6 -0.7 1.1 -0.0247
C 0.270671 3.415187 -0.780199 -1.7 0.9 -0.4 -0.1522
C 0.178204 -1.742332 1.701519 -1.7 -0.4 0.0 -0.1402
C -0.964622 2.677970 -1.355706 1.5 -0.9 0.4 -0.1445
C 1.004643 -2.735750 2.478504 0.6 0.2 0.1 -0.1528
C -0.809427 1.184340 -1.814149 0.8 0.3 1.5 -0.0901
C 2.288012 -1.991592 2.738281 0.9 0.5 0.0 -0.1156
C -0.623174 0.126099 -0.647653 -0.9 -0.7 -0.4 -0.1519
C 2.414960 -1.078191 1.497799 0.6 1.3 -0.2 -0.1700
H -1.362346 4.657406 0.828990 -0.6 0.5 -0.7 0.1052
H -1.285019 4.781653 2.545015 -0.2 0.1 0.0 0.1357
H 4.811301 -0.471978 1.192477 0.0 0.0 -0.2 0.1365
H 1.398146 2.518823 0.679364 0.3 -0.7 0.4 0.1219
H -0.850656 -1.687112 -1.788399 0.3 -0.2 -0.5 0.1422
H 1.217259 2.477745 2.906921 0.1 -0.2 0.0 0.0875
H -0.088837 3.328187 3.652986 -0.2 0.1 0.5 0.1298
H -4.113424 -2.727350 -0.859874 -1.2 0.0 0.1 0.0705
H -2.892509 -2.920120 -2.165842 -0.3 0.1 0.6 0.0958
H -2.702367 -3.741468 -0.611794 -0.1 0.1 0.0 0.0921
H 4.725761 2.423506 1.234554 -0.1 0.2 -0.2 0.0796
H 5.447714 1.778728 2.723678 -0.1 0.0 -0.4 0.0939
H 6.196508 1.412398 1.162780 -0.2 -0.1 -0.2 0.0871
H 0.110270 4.514697 -0.834157 -0.1 -0.5 -0.1 0.1325
H 1.109744 3.221368 -1.409578 0.8 -0.3 -0.1 0.1201
H -0.486542 -1.209624 2.384983 0.0 0.2 -0.2 0.1391
H -0.419605 -2.331271 1.034972 -0.7 0.1 -0.4 0.1054
H -1.768621 2.774852 -0.640893 -0.5 -0.1 0.1 0.1049
H -1.221237 3.207411 -2.238198 -0.5 0.6 -0.8 0.0998
H 0.513898 -3.014654 3.405701 -0.1 -0.3 -0.1 0.1246
H 1.252783 -3.601716 1.874606 -0.3 -0.3 0.0 0.1210
H -1.745783 1.007978 -2.311369 -0.5 -0.6 -0.1 0.1074
H -0.025815 1.065055 -2.567740 0.1 0.2 0.2 0.1191
H 2.232054 -1.413099 3.680400 0.1 -0.1 -0.6 0.1335
H 3.169950 -2.657817 2.770259 -0.4 0.4 0.2 0.1296
H -1.177533 0.485273 0.213445 -0.5 -0.1 0.1 0.1366
H 2.963598 -1.579884 0.701829 0.4 0.0 0.0 0.1543
```
Positions in Å, forces in eV/Å.


6.
The following is a DFT calculation (ωB97M-V with the def2-TZVPD basis set) of a structure of composition C7H12MgO5.

Properties
- Multiplicity: 1
- Electronic energy: -850.034897 Eh
- Molecular weight: 200.47 Da
- HOMO-LUMO gap (alpha / beta): 5.28 / 3.85 eV
- LUMO (alpha / beta): -0.8 / -1.4 eV
- Total charge: 0
- HOMO level (alpha / beta): -6.04 / -5.23 eV

```
25
Properties=species:S:1:pos:R:3:forces:R:3:lowdin_charge:R:1
O -0.260844 2.287705 -1.406631 -0.8 0.8 1.0 -0.0478
C -1.086516 2.569407 -0.492156 0.4 -0.5 -1.7 -0.1939
C -1.360097 1.576506 0.523568 1.8 -0.5 1.5 -0.1470
O -1.048604 0.335718 -0.081430 0.8 -0.7 0.2 -0.2694
C -2.052397 -0.645767 -0.338462 -0.5 0.7 0.0 -0.1355
C -1.421050 -1.930775 -0.832397 -0.5 -0.5 0.4 -0.2001
O -0.946750 -2.740568 0.208191 -0.5 -0.2 -0.7 -0.1663
C 0.432571 -2.708533 0.475793 0.5 0.1 1.2 -0.0927
H -1.792305 3.406562 -0.601139 0.7 0.3 0.2 0.1371
H -2.397260 1.610606 0.883483 0.6 0.0 0.5 0.1230
H -2.727733 -0.244506 -1.109293 0.0 -0.1 0.1 0.1374
H -2.618954 -0.796272 0.591401 0.1 -0.3 -0.3 0.1461
H -2.218102 -2.512074 -1.316166 0.0 0.2 0.0 0.1354
H -0.666604 -1.777874 -1.624915 0.1 0.2 0.2 0.1298
H 0.714021 -3.691875 0.871134 -0.1 0.1 -0.2 0.0918
H 1.055241 -2.506295 -0.412470 -0.3 0.1 0.2 0.0928
H 0.599250 -1.982024 1.287643 0.5 0.0 -0.6 0.0878
O 2.773203 1.240570 -1.218847 -0.2 0.6 -0.3 -0.2160
C 3.137485 1.637785 -0.027729 -0.7 -0.7 0.8 -0.3052
C 2.339652 1.257887 1.090705 3.2 -1.2 -1.8 -0.3312
O 1.658709 0.132669 0.734129 -2.7 0.3 0.8 -0.3130
Mg 0.859893 0.606871 -1.008365 1.4 0.6 1.2 0.8537
H 4.171282 1.982863 0.129314 -0.5 0.6 -0.3 0.1044
H 2.933163 1.150850 2.017312 -0.6 0.5 0.0 0.0877
H -0.077245 1.740568 1.657322 -2.7 -0.5 -2.4 0.2914
```
Positions in Å, forces in eV/Å.